Formula: C23H17ClMoN4O6Se4
Source: the OMol25 dataset
Level of theory: ωB97M-V with the def2-TZVPD basis set

Geometry (Å):
C: 1.037 2.516 -0.101
C: 1.003 2.606 3.884
C: 0.435 -2.413 -2.074
C: -1.122 -0.150 -2.380
C: 1.716 0.549 2.871
C: -0.327 2.286 3.639
Se: 0.624 -6.671 -1.217
H: 1.735 2.713 -3.876
H: 5.269 2.369 0.878
H: 3.625 2.554 -2.302
N: -0.323 -1.958 1.480
H: -1.115 2.962 3.942
O: 3.316 2.419 0.402
O: -3.206 -4.349 4.117
N: -0.780 2.728 -3.367
O: -3.051 -2.187 3.178
H: -1.028 2.575 -0.625
C: -0.648 1.096 3.010
O: -4.351 -3.856 2.111
C: 2.355 2.485 -0.558
C: -3.151 0.951 -1.692
C: -2.583 -1.145 -0.639
Se: 0.679 -4.839 0.285
H: -3.841 1.778 -1.808
H: 0.858 2.519 0.966
Se: -2.627 -4.972 -0.996
Se: -1.633 -7.067 -1.488
H: 4.908 3.344 -0.563
H: 1.248 3.539 4.375
C: -3.441 -0.067 -0.773
C: -0.012 2.553 -0.994
Mo: -1.316 -3.617 0.331
H: -1.676 0.820 2.816
H: 3.053 2.004 3.686
H: 1.034 -3.300 -1.929
Cl: -3.237 -3.574 2.936
C: -2.003 0.959 -2.446
C: 1.551 2.623 -2.813
C: 4.666 2.425 -0.024
C: 0.005 -0.348 -3.209
C: 0.241 2.583 -2.366
N: -1.810 2.040 -3.371
H: 1.632 -1.650 -3.681
H: 0.247 0.378 -3.974
O: -1.973 -4.043 2.156
O: -2.789 -2.176 0.126
N: -0.625 -2.277 -1.303
C: 0.027 -0.986 1.973
C: 2.614 2.544 -1.922
C: -1.415 -1.170 -1.457
C: 2.021 1.742 3.503
H: 2.497 -0.130 2.557
H: -4.349 -0.044 -0.186
C: 0.382 0.235 2.629
H: 4.886 1.563 -0.659
C: 0.770 -1.469 -3.056

Values from the calculation:
Frontier orbital gap ... 6.037 eV
Relative energy (zero: lowest compared OMol25 entry of this formula, charge and spin) ... 0.0 kcal/mol
E_LUMO ... -1.556 eV
Strongest force on any atom ... 0.0052 hartree/bohr
Calculated total energy ... -318128.7857 eV